{"formula": "C29H61F17O7Ta", "method": "ωB97M-V/def2-TZVPD", "symbols": ["Ta", "F", "F", "F", "F", "F", "F", "F", "F", "F", "F", "F", "F", "F", "F", "F", "F", "F", "O", "O", "O", "O", "O", "O", "O", "C", "C", "C", "C", "C", "C", "C", "C", "C", "C", "C", "C", "C", "C", "C", "C", "C", "C", "C", "C", "C", "C", "C", "C", "C", "C", "C", "C", "C", "H", "H", "H", "H", "H", "H", "H", "H", "H", "H", "H", "H", "H", "H", "H", "H", "H", "H", "H", "H", "H", "H", "H", "H", "H", "H", "H", "H", "H", "H", "H", "H", "H", "H", "H", "H", "H", "H", "H", "H", "H", "H", "H", "H", "H", "H", "H", "H", "H", "H", "H", "H", "H", "H", "H", "H", "H", "H", "H", "H", "H"], "positions_angstrom": [[-5.133, -0.378, 3.916], [1.754, 2.038, 5.225], [-5.337, 2.554, 2.938], [2.651, 2.356, 2.092], [1.724, 0.123, 4.379], [3.545, 0.618, 2.868], [-2.525, 2.158, 2.644], [0.311, 1.067, 2.214], [-0.295, 3.390, 1.947], [-3.269, 4.104, 2.932], [-1.299, 4.944, 3.984], [-1.050, 3.334, 5.338], [-0.585, 0.990, 4.105], [-5.886, 2.323, 5.082], [-3.823, 3.576, 5.506], [0.937, 3.920, 3.566], [-3.045, 1.596, 5.342], [3.782, 2.419, 3.894], [5.684, 3.908, 7.678], [3.816, -2.780, 0.862], [-4.413, -2.355, -1.143], [5.642, 0.816, -4.879], [2.350, -0.124, -3.296], [-8.669, -0.637, 2.209], [-1.770, -1.436, -6.789], [6.024, -1.300, -3.789], [-1.927, -3.386, -8.195], [-8.268, -0.415, -0.152], [-1.220, -2.734, -7.016], [0.303, 1.644, 3.401], [5.534, -1.165, -6.248], [2.928, 1.719, 3.188], [-9.138, -1.036, 0.932], [-2.693, 3.102, 3.562], [4.608, -1.886, 0.080], [5.971, -1.703, 0.730], [7.197, 2.209, 6.876], [-1.306, 3.619, 4.070], [0.929, 0.043, -3.315], [-0.099, 3.147, 3.215], [-4.975, 1.991, 4.128], [-10.600, -0.639, 0.764], [-3.626, 2.548, 4.647], [-2.694, -1.686, -2.694], [0.449, 0.296, -4.735], [-2.792, -4.024, -1.782], [-3.050, -2.552, -1.495], [-1.345, -3.574, -5.756], [3.883, -0.558, -0.072], [0.539, 1.186, -2.391], [6.198, -0.484, -5.060], [6.980, 3.695, 7.122], [1.671, 1.417, 4.084], [7.131, 4.495, 5.837], [-2.462, -2.238, -0.632], [-4.967, -2.622, -1.885], [-8.730, 0.323, 2.272], [-2.996, -3.495, -7.990], [6.455, 1.824, 6.171], [4.964, -1.410, -3.541], [-5.874, -0.154, 2.216], [8.192, 2.014, 6.473], [4.702, 0.706, -4.698], [3.711, -0.100, 0.906], [6.475, -2.665, 0.839], [5.865, -1.280, 1.733], [6.461, -2.294, -3.894], [-6.896, -0.390, 4.542], [-3.306, -1.953, -3.562], [-0.543, 1.321, -2.363], [-2.394, -3.688, -5.469], [-4.623, -0.679, 5.669], [-0.916, -4.568, -5.896], [-10.714, 0.446, 0.845], [-0.165, -2.592, -7.255], [0.904, 1.206, -5.139], [5.957, -2.156, -6.424], [0.998, 2.122, -2.723], [5.660, -0.566, -7.151], [4.459, -1.271, -6.077], [-7.225, -0.704, -0.014], [-1.513, -4.373, -8.409], [4.456, 0.138, -0.688], [3.696, -2.384, 1.733], [-2.892, -0.635, -2.477], [-3.410, -4.367, -2.618], [-1.832, -2.766, -9.088], [-1.642, -1.797, -2.964], [-1.744, -4.203, -2.030], [-8.592, -0.727, -1.150], [-10.991, -0.958, -0.206], [-3.055, -4.632, -0.916], [-8.308, 0.677, -0.099], [0.892, 0.997, -1.376], [7.080, 1.647, 7.804], [-11.210, -1.086, 1.550], [-2.705, -1.547, -6.580], [0.738, -0.525, -5.393], [7.261, -0.345, -5.265], [-9.049, -2.123, 0.894], [6.607, -1.041, 0.139], [-5.206, -2.194, 3.598], [6.387, 4.182, 5.099], [5.032, 3.598, 7.038], [4.729, -2.351, -0.900], [2.907, -0.706, -0.534], [6.498, -0.797, -2.944], [8.125, 4.368, 5.404], [2.747, 0.693, -3.620], [6.966, 5.557, 6.026], [-3.405, -0.406, 3.244], [-0.635, 0.403, -4.773], [0.502, -0.890, -2.944], [-0.836, -3.087, -4.923], [7.698, 4.052, 7.862]], "mulliken_charge": [1.083, -0.277, -0.331, -0.273, -0.326, -0.345, -0.301, -0.329, -0.287, -0.298, -0.325, -0.282, -0.268, -0.321, -0.383, -0.354, -0.199, -0.353, -0.532, -0.590, -0.452, -0.574, -0.305, -0.436, -0.517, -1.005, -1.461, -1.112, 0.455, 0.632, -1.161, 0.892, 0.340, 0.700, 0.316, -1.249, -1.024, 0.489, 0.846, 0.705, -0.243, -1.293, 0.846, -0.581, -1.505, -1.254, 0.246, -1.013, -0.182, -1.337, 0.324, 0.326, 0.484, -0.989, 0.277, 0.313, 0.315, 0.362, 0.162, 0.163, -0.398, 0.353, 0.307, -0.346, 0.359, 0.239, 0.399, -0.196, 0.274, 0.392, 0.288, -0.253, 0.454, 0.328, 0.300, 0.474, 0.361, 0.371, 0.336, 0.226, 0.195, 0.376, 0.365, 0.358, 0.350, 0.288, 0.347, -0.150, 0.355, 0.393, 0.369, 0.341, 0.305, 0.261, 0.309, 0.319, 0.352, 0.214, 0.324, 0.242, 0.343, -0.160, 0.129, 0.336, 0.266, 0.153, 0.274, 0.353, 0.263, 0.308, -0.384, 0.378, -0.014, 0.072, 0.291], "de_lowest_kcal_mol": 18.2, "homo_lumo_gap_ev": 7.1912, "lumo_energy_ha": 0.0685, "total_energy_ev": -93137.6989, "charge": -1, "homo_energy_ha": -0.19582, "fmax_ha_per_bohr": 0.042}